Below is a molecular structure, C26H54N4O7PTi in a non-equilibrium geometry, with properties calculated with wB97M-V/def2-TZVPD.

```
93
Properties=species:S:1:pos:R:3:forces:R:3
Ti -1.0636 -1.2523 -0.4942 -1.09 -0.89 0.17
C -1.5834 1.4345 -3.9528 0.00 0.02 -0.05
C -0.8247 0.3415 -3.2145 0.07 -0.02 0.14
C 0.4251 0.9310 -2.5067 -0.08 -0.16 0.11
C 1.7266 0.0792 -2.3022 -0.10 0.00 0.01
C 2.9431 0.9895 -2.4348 -0.02 0.08 0.04
C 1.8645 -1.0850 -3.2688 0.09 0.00 -0.01
N 1.7428 -0.4114 -0.8100 0.05 -0.33 -0.19
C 2.0785 -1.8344 -0.4452 -0.19 0.09 0.07
C 1.5527 -2.1943 0.9556 -0.11 0.02 -0.01
N 0.0740 -1.8855 1.2033 0.19 0.28 0.05
C -0.0406 -0.7553 2.1954 0.03 0.15 -0.10
C -1.0121 0.2972 1.6917 0.25 -0.22 -0.24
O -1.7954 0.9208 2.3088 -0.03 0.17 -0.05
O -0.9081 0.3713 0.2845 -0.08 0.55 0.60
C -0.7325 -3.1061 1.7238 -0.09 -0.06 -0.14
C -0.7069 -4.3170 0.7962 0.07 0.00 0.00
C -2.1676 -2.7424 2.1786 0.05 0.19 -0.04
C -3.3895 -2.4124 1.2485 0.10 -0.01 0.01
C -4.3030 -1.4690 2.0174 -0.04 -0.01 -0.01
C -4.1610 -3.6712 0.8584 0.00 -0.01 -0.05
N -2.9609 -1.7576 -0.1212 -0.21 -0.05 -0.06
C -3.7482 -0.5802 -0.6663 0.13 0.13 -0.19
C -2.9938 0.2331 -1.7825 0.08 -0.06 0.06
N -1.8058 -0.4982 -2.3461 -0.06 0.00 -0.01
C -2.2312 -1.6974 -3.1235 0.20 -0.08 -0.05
C -1.3898 -2.9064 -2.7158 0.23 0.33 0.19
O -1.4216 -3.9890 -3.1645 0.00 -0.09 -0.03
O -0.5797 -2.5533 -1.6204 0.22 -0.57 -0.70
H -0.9351 1.8454 -4.7261 -0.01 0.01 0.00
H -1.8750 2.2556 -3.2967 0.00 -0.01 0.00
H -2.4710 1.0493 -4.4563 0.01 0.00 0.00
H -0.4690 -0.3759 -3.9514 -0.01 -0.05 0.02
H 0.1509 1.4335 -1.5740 0.05 0.07 -0.02
H 0.7358 1.7495 -3.1570 -0.02 -0.01 -0.04
H 3.0407 1.3107 -3.4715 0.01 0.00 0.01
H 3.8573 0.4536 -2.1710 -0.02 0.00 -0.01
H 2.8441 1.8751 -1.8044 0.00 -0.02 -0.01
H 1.8461 -0.6804 -4.2818 0.00 -0.01 0.00
H 1.0865 -1.8406 -3.1950 -0.02 0.01 0.01
H 2.8306 -1.5772 -3.1519 -0.01 0.01 0.00
H 2.3341 0.2502 -0.2214 0.04 0.02 -0.02
H 0.8228 -0.1969 -0.4362 0.22 0.55 0.29
H 3.1603 -1.9504 -0.4624 0.02 0.00 0.05
H 1.6522 -2.4933 -1.1921 0.03 -0.02 -0.05
H 2.1249 -1.6646 1.7138 0.02 -0.02 0.02
H 1.7239 -3.2570 1.1094 0.00 -0.01 -0.03
H 0.9131 -0.2348 2.2854 0.04 -0.04 -0.03
H -0.3390 -1.0852 3.1866 0.08 -0.11 0.01
H -0.2050 -3.3872 2.6392 -0.01 0.06 0.05
H -1.3890 -4.2475 -0.0476 0.00 0.02 0.00
H -1.0117 -5.1812 1.3867 0.00 0.00 -0.01
H 0.2809 -4.5395 0.3969 0.00 0.00 0.01
H -2.1198 -1.9562 2.9313 0.00 0.01 -0.01
H -2.4858 -3.6288 2.7308 -0.01 0.02 0.05
H -4.5382 -1.9498 2.9678 -0.01 0.02 0.00
H -5.2494 -1.3060 1.5021 0.01 0.00 0.00
H -3.8366 -0.5106 2.2465 0.02 -0.01 0.01
H -4.5534 -4.1472 1.7565 0.00 -0.01 -0.01
H -3.5413 -4.4061 0.3400 0.00 0.01 0.01
H -5.0180 -3.4211 0.2285 0.00 0.00 0.01
H -3.1070 -2.5234 -0.7834 -0.08 -0.03 0.07
H -3.9574 0.1021 0.1505 0.01 -0.03 0.05
H -4.6958 -0.9497 -1.0534 -0.01 -0.08 0.05
H -2.6297 1.1644 -1.3589 0.02 0.02 0.01
H -3.7055 0.4761 -2.5694 0.01 -0.02 -0.04
H -2.1199 -1.5630 -4.1997 -0.10 0.13 -0.01
H -3.2811 -1.9458 -2.9537 -0.02 0.06 0.02
C 1.3859 5.5359 0.3200 0.04 0.01 -0.02
C 0.8135 4.2635 -0.2552 -0.02 -0.13 0.02
O 1.6516 3.0865 -0.0261 0.10 0.18 -0.09
P 1.6985 2.3018 1.3824 -0.17 -0.07 0.04
O 2.9264 1.2649 0.9638 0.20 -0.03 0.07
C 4.3103 1.7324 0.7186 -0.06 -0.04 -0.01
C 5.1120 1.8492 1.9908 0.03 -0.01 0.01
O 2.3912 3.3820 2.3144 0.07 0.06 0.09
C 2.3662 3.2687 3.7754 -0.01 0.01 -0.09
C 0.9890 3.5283 4.3357 -0.02 0.02 0.00
H 0.7699 6.3732 -0.0104 0.01 0.00 0.00
H 2.4012 5.6992 -0.0399 -0.01 0.00 -0.01
H 1.3993 5.5285 1.4064 -0.01 -0.01 0.00
H 0.7540 4.3318 -1.3403 -0.04 -0.01 -0.01
H -0.1881 4.0550 0.1337 0.00 0.01 0.04
H 4.2534 2.6707 0.1688 0.02 0.02 0.03
H 4.7440 0.9721 0.0689 -0.03 0.01 -0.03
H 4.8404 2.7293 2.5664 -0.02 -0.01 0.01
H 6.1672 1.9351 1.7283 -0.01 0.01 0.01
H 4.9965 0.9597 2.6113 0.01 -0.01 -0.02
H 3.0766 4.0189 4.1114 0.02 0.01 -0.01
H 2.7563 2.2886 4.0559 -0.02 -0.02 0.01
H 0.6164 4.4986 4.0076 0.02 0.00 0.01
H 1.0393 3.5387 5.4247 0.00 0.00 0.00
H 0.2708 2.7621 4.0377 0.01 -0.01 -0.01
```
Forces are in eV/Å.

HOMO energy	-16.63	eV
net charge	+3
relative energy (zero: lowest compared OMol25 entry of this formula, charge and spin)	88.04	kJ/mol
molar mass	613.58	u